Density functional theory data (ωB97M-V with the def2-TZVPD basis set) for 7 unconnected molecules or ions with the total composition C25H70N6O7.

```
108
Properties=species:S:1:pos:R:3
C 1.05 3.56 -1.42
O 0.31 3.96 -0.32
C -0.88 4.67 -0.71
C -1.79 4.98 0.55
C -2.20 3.77 1.32
N -3.00 5.72 0.20
H 0.42 2.88 -1.99
H 1.89 2.95 -1.08
H 1.45 4.29 -2.13
H -0.62 5.60 -1.23
H -1.48 3.97 -1.30
H -1.19 5.65 1.17
H -1.41 3.05 1.54
H -2.77 3.09 0.69
H -2.69 3.93 2.28
H -3.50 4.97 -0.26
H -3.61 5.92 0.98
C -0.77 -0.16 -3.70
O -0.03 1.00 -4.20
C 1.35 0.98 -4.27
C 1.86 2.17 -5.08
C 1.45 2.12 -6.57
N 3.31 2.41 -4.91
H -0.76 -1.03 -4.35
H -1.82 0.07 -3.51
H -0.36 -0.40 -2.72
H 1.64 1.02 -3.22
H 1.75 0.04 -4.66
H 1.42 3.05 -4.62
H 0.39 1.88 -6.64
H 1.88 1.28 -7.11
H 1.68 3.04 -7.12
H 3.53 2.29 -3.93
H 3.55 3.34 -5.22
C -2.94 0.29 -1.11
O -3.29 -0.99 -1.68
C -4.66 -1.35 -1.49
C -5.04 -2.18 -2.74
C -4.95 -1.28 -4.03
N -6.44 -2.55 -2.62
H -3.53 1.10 -1.54
H -1.91 0.57 -1.31
H -3.00 0.17 -0.03
H -4.69 -1.83 -0.52
H -5.31 -0.48 -1.46
H -4.38 -3.04 -2.81
H -4.03 -0.71 -4.10
H -5.79 -0.60 -4.19
H -4.92 -2.03 -4.82
H -7.12 -1.81 -2.48
H -6.74 -2.87 -3.53
C -1.50 -5.16 2.76
O -0.82 -3.99 2.46
C -0.30 -4.08 1.18
C -1.37 -3.59 0.16
C -0.74 -3.71 -1.22
N -1.53 -2.14 0.40
H -2.40 -5.27 2.15
H -1.82 -5.12 3.80
H -0.87 -6.03 2.65
H 0.64 -3.53 1.25
H 0.03 -5.10 0.99
H -2.27 -4.20 0.24
H -0.65 -4.79 -1.36
H 0.28 -3.34 -1.33
H -1.37 -3.34 -2.03
H -2.03 -1.97 1.26
H -2.10 -1.70 -0.31
C -1.07 0.04 4.08
O -0.68 -1.02 4.95
C 0.57 -1.59 4.60
C 0.85 -2.69 5.64
C 2.12 -3.60 5.35
N -0.30 -3.59 5.70
H -1.16 -0.21 3.02
H -0.33 0.84 4.09
H -2.02 0.54 4.26
H 0.45 -2.01 3.60
H 1.37 -0.86 4.61
H 1.07 -2.23 6.60
H 2.24 -4.39 6.09
H 3.04 -3.01 5.37
H 2.03 -4.04 4.36
H -0.25 -4.00 4.78
H -0.96 -2.82 5.60
C 5.64 3.67 3.04
O 5.72 2.37 2.51
C 4.78 1.99 1.52
C 4.83 0.44 1.20
C 6.27 -0.01 0.82
N 4.07 0.00 0.07
H 6.09 4.36 2.32
H 6.13 3.81 4.00
H 4.63 4.04 3.16
H 3.77 2.25 1.85
H 4.94 2.48 0.56
H 4.53 -0.09 2.10
H 6.91 0.10 1.70
H 6.55 0.57 -0.06
H 6.31 -1.07 0.59
H 4.07 -1.01 0.01
H 3.13 0.37 0.15
C 0.36 0.50 0.43
O 0.87 -0.76 0.45
H 1.00 1.12 1.05
H 0.34 0.94 -0.57
H -0.55 0.58 1.03
H 0.15 -1.39 0.34
```

As for the SMILES: COC[C@H](C)N.COC[C@H](C)N.COC[C@H](C)N.COC[C@H](C)N.COC[C@H](C)N.COC[C@H](C)N.CO. As for the relative energy (zero: lowest compared OMol25 entry of this formula, charge and spin): 311.0 kJ/mol. The calculation puts the total energy at -1849.499533 Ha. The gap between HOMO and LUMO is 0.340 Ha.

Atomic partial charges in e from the Löwdin method, atoms 1 to 5:
1. C -0.149
2. O -0.187
3. C -0.144
4. C -0.434
5. C -0.082